# 1
The following is a DFT calculation (the ωB97M-V functional and the def2-TZVPD basis) of a 2-piece molecular cluster, C4H8O3 overall.

## Properties
- Energy relative to the best compared isomer or geometry (same formula, charge and spin): 59.2 kcal per mole
- Gap between HOMO and LUMO: 10.5 eV
- Structure (SMILES): O=CCCC=O.O

```
! RIJCOSX wB97M-V def2-TZVPD def2/J DEFGRID3
* xyz 0 1
O -3.61733 1.42676 -0.92388
C -3.06430 0.51903 -0.33156
C -1.63504 0.87947 0.06293
C -0.75962 0.31651 -1.01509
C 0.69036 0.81515 -0.81070
O 1.36791 0.09539 -0.12223
H -3.66631 -0.37977 -0.15944
H -1.41927 1.91161 0.27646
H -1.47393 0.37947 1.05063
H -0.95430 0.54624 -2.08828
H -0.60022 -0.77431 -0.93297
H 0.98517 1.81720 -1.21098
H 4.66290 -1.98366 1.48977
H 4.37555 -2.96125 2.64813
O 5.10843 -2.60784 2.06720
*
```

=====

# 2
The following is a DFT calculation (the ωB97M-V functional and the def2-TZVPD basis) of one molecule with the formula C4H8O3.

## Properties
- Energy relative to the best compared isomer or geometry (same formula, charge and spin): 47.9 kcal per mole
- Gap between HOMO and LUMO: 9.8 eV
- Structure (SMILES): OC/C=C(/O)CO

```
! RIJCOSX wB97M-V def2-TZVPD def2/J DEFGRID3
* xyz 0 1
O -1.74807 1.20165 0.79597
C -1.53335 0.74331 -0.53131
C -0.81429 -0.57065 -0.46217
C 0.45486 -0.71862 -0.08313
O 1.03899 -1.93954 0.10608
C 1.48127 0.36424 0.15729
O 2.38136 0.00621 1.17640
H -2.30090 1.99107 0.75165
H -0.96787 1.48819 -1.11040
H -2.48931 0.59739 -1.05320
H -1.40800 -1.46272 -0.65010
H 0.34649 -2.60806 0.17008
H 2.01786 0.55703 -0.78655
H 0.98510 1.28747 0.46266
H 2.55586 -0.93697 1.05673
*
```

=====

# 3
The following is a DFT calculation (the ωB97M-V functional and the def2-TZVPD basis) of a 2-piece molecular cluster, C4H8O3 overall.

## Properties
- Energy relative to the best compared isomer or geometry (same formula, charge and spin): 72.8 kcal per mole
- Gap between HOMO and LUMO: 10.3 eV
- Structure (SMILES): O=CCCC=O.O

```
! RIJCOSX wB97M-V def2-TZVPD def2/J DEFGRID3
* xyz 0 1
O 1.97782 0.08234 -0.28622
C 0.96182 -0.47914 -0.66785
C -0.21578 -0.37810 0.38485
C -1.41986 -0.89752 -0.40675
C -2.82227 -0.95021 0.26764
O -3.80543 -0.99614 -0.41637
H 0.73147 -1.07744 -1.58400
H -0.21125 0.60271 0.85436
H 0.27142 -1.27054 0.93582
H -1.46390 -0.19673 -1.21139
H -1.37727 -1.93734 -0.66167
H -2.90177 -0.59379 1.40062
H 4.09147 3.09343 0.53057
H 2.94767 2.16309 0.69180
O 3.23587 2.83538 0.16859
*
```

=====

# 4
The following is a DFT calculation (the ωB97M-V functional and the def2-TZVPD basis) of one molecule with the formula C4H8O3.

## Properties
- Energy relative to the best compared isomer or geometry (same formula, charge and spin): 128.5 kcal per mole
- Gap between HOMO and LUMO (spin up / spin down): 8.6 / 7.7 eV

```
! RIJCOSX wB97M-V def2-TZVPD def2/J DEFGRID3
* xyz 0 1
C -0.58120 -0.99492 -0.98164
C -1.20964 0.47400 1.03819
C -0.35648 0.29745 -0.21221
O -0.20836 1.39454 -0.96920
H -1.59506 -1.01798 -1.38772
H 0.11947 -1.05559 -1.81410
H -2.26923 0.42084 0.77848
H -0.98933 -0.32071 1.75422
H -0.45495 -1.86109 -0.32845
H -1.01974 1.44187 1.50156
C 1.28773 0.52118 0.17418
O 2.05256 -0.50878 0.62475
O 1.71547 0.99346 -1.01647
H 2.32460 -1.03509 -0.14271
H 1.18415 1.25083 0.98114
*
```

=====

# 5
The following is a DFT calculation (the ωB97M-V functional and the def2-TZVPD basis) of an isolated ion of composition C4H8O3P and charge -1.

## Properties
- Energy relative to the best compared isomer or geometry (same formula, charge and spin): 29.0 kcal per mole
- Gap between HOMO and LUMO: 7.7 eV
- Structure (SMILES): CC[P@@](C)(=O)C(=O)[O-]

```
! RIJCOSX wB97M-V def2-TZVPD def2/J DEFGRID3
* xyz -1 1
C 2.11342 -0.83093 -0.96221
C -1.32874 -0.05743 1.82850
C -0.10881 0.99409 -1.64931
C -0.58988 -0.73150 0.65567
O 2.42651 -1.79052 -0.26900
O 2.24984 -0.46466 -2.11709
O 0.97116 1.67917 0.77053
P 0.66360 0.34773 -0.15961
H -2.34308 0.26036 1.56404
H -1.69737 -0.75827 2.62842
H -0.66109 0.62025 2.23296
H -0.58301 0.07240 -2.18472
H -0.78758 1.68240 -1.22516
H 0.74729 1.56748 -2.13181
H -1.07023 -1.17498 -0.17477
H -0.00202 -1.41559 1.19357
*
```

=====

# 6
The following is a DFT calculation (the ωB97M-V functional and the def2-TZVPD basis) of C4H8O3Yb as an isolated structure.

## Properties
- <S²>: 0.76
- Energy relative to the best compared isomer or geometry (same formula, charge and spin): 0.0 kcal per mole
- Gap between HOMO and LUMO (spin up / spin down): 9.2 / 5.8 eV

```
! RIJCOSX wB97M-V def2-TZVPD def2/J DEFGRID3
* xyz 1 2
C 3.00493 -0.21529 -0.22463
C 2.12256 -1.39715 0.06780
O 0.90135 -1.29639 -0.04630
O 2.29855 0.93142 -0.45663
H 3.64681 -0.53551 -1.07666
H 3.70410 -0.15459 0.63998
H 2.58701 -2.37254 0.29257
Yb 0.16644 0.85233 -0.36727
O -2.16831 0.93290 0.23228
C -3.23122 0.11384 0.21624
C -4.33783 0.41988 -0.75757
H -2.80121 -0.92927 0.10356
H -4.78341 1.39874 -0.52960
H -5.11755 -0.34669 -0.68375
H -3.95626 0.43064 -1.78785
H -3.56856 -0.00148 1.27897
*
```

=====

# 7
The following is a DFT calculation (the ωB97M-V functional and the def2-TZVPD basis) of a 2-piece molecular cluster, C4H8O4 overall.

## Properties
- Energy relative to the best compared isomer or geometry (same formula, charge and spin): 51.1 kcal per mole
- Gap between HOMO and LUMO: 5.9 eV

```
! RIJCOSX wB97M-V def2-TZVPD def2/J DEFGRID3
* xyz -2 1
O -0.11472 2.76470 -0.08048
C 0.38647 1.79494 0.57541
O 0.52720 1.86750 1.81407
C 0.75365 0.53872 -0.07780
C 0.32062 -0.64139 0.70654
C 0.42165 -2.02424 -0.14914
O 1.10713 -1.86476 -1.29384
H 1.77359 0.65415 -0.63269
H 0.20910 0.38507 -1.05858
H -0.66435 -0.25630 1.10876
H 0.93596 -0.88615 1.57282
H 0.91053 -2.82251 0.43349
H -0.62930 -2.28863 -0.55743
H -2.26944 -2.29736 -1.34095
H -1.88008 -0.85523 -1.14592
O -2.72966 -1.47258 -1.02843
*
```

=====

# 8
The following is a DFT calculation (the ωB97M-V functional and the def2-TZVPD basis) of one molecule with the formula C4H8O4.

## Properties
- Energy relative to the best compared isomer or geometry (same formula, charge and spin): 77.0 kcal per mole
- Gap between HOMO and LUMO: 10.1 eV
- Structure (SMILES): COC(=O)C(C)(O)O

```
! RIJCOSX wB97M-V def2-TZVPD def2/J DEFGRID3
* xyz 0 1
C -0.31012 0.82981 -0.21677
C 1.60454 -0.84025 0.84765
C -2.59515 0.09224 -0.42630
C 1.45772 0.21624 -0.27576
O -0.53326 1.93017 0.24314
O 2.11456 1.43821 0.06383
O 1.71330 -0.30645 -1.51224
O -1.18537 -0.12009 -0.45109
H 2.62342 -0.62750 1.38533
H 0.80931 -0.67051 1.49411
H 1.56891 -1.71280 0.25108
H -2.82078 0.37932 0.66932
H -3.11198 -0.77947 -0.82649
H -3.06652 0.91374 -1.13629
H 1.57322 1.82604 0.75747
H 2.49642 0.21930 -1.75780
*
```

=====

# 9
The following is a DFT calculation (the ωB97M-V functional and the def2-TZVPD basis) of a 2-piece molecular cluster, C4H8O4 overall.

## Properties
- Energy relative to the best compared isomer or geometry (same formula, charge and spin): 37.2 kcal per mole
- Gap between HOMO and LUMO: 10.6 eV
- Structure (SMILES): O=CCCC(=O)O.O

```
! RIJCOSX wB97M-V def2-TZVPD def2/J DEFGRID3
* xyz 0 1
O 0.68435 1.29192 2.50567
C 0.36275 0.74292 1.49683
O -0.92728 0.50392 1.15562
C 1.26828 0.28494 0.35632
C 1.04795 -1.18276 -0.03542
C 0.69619 -1.39862 -1.48176
O 0.37925 -2.46358 -1.93893
H -1.54527 0.85234 1.80546
H 0.91603 0.91510 -0.46316
H 2.29324 0.52001 0.61964
H 0.27959 -1.62899 0.59930
H 1.90343 -1.81213 0.20097
H 0.72505 -0.48962 -2.11970
H -2.44905 0.71839 -1.74103
H -2.46575 2.03524 -0.96784
O -2.61600 1.66164 -1.83930
*
```

=====

# 10
The following is a DFT calculation (the ωB97M-V functional and the def2-TZVPD basis) of one molecule with the formula C4H8O4.

## Properties
- Energy relative to the best compared isomer or geometry (same formula, charge and spin): 36.2 kcal per mole
- Gap between HOMO and LUMO: 10.4 eV
- Structure (SMILES): C[C@@H](C=O)C(O)(O)O

```
! RIJCOSX wB97M-V def2-TZVPD def2/J DEFGRID3
* xyz 0 1
C 0.60905 -0.74395 0.20517
C -0.22729 0.21535 -0.65949
C -1.68433 0.30364 -0.22364
C 0.47164 1.56707 -0.56285
O -0.07083 -1.93754 0.35255
O 1.84864 -0.93572 -0.36100
O 0.84258 -0.10173 1.48826
O -0.08086 2.59882 -0.29374
H 0.51027 -2.59324 0.75990
H 2.52726 -0.86466 0.32367
H 0.00301 0.10201 1.91658
H -0.13983 -0.15189 -1.68606
H 1.52464 1.52961 -0.89837
H -2.12629 -0.68701 -0.16339
H -1.77309 0.79382 0.74441
H -2.23456 0.90543 -0.94201
*
```